Entry from the OMol25 dataset: C34H35As2AuNO as an isolated structure (wB97M-V/def2-TZVPD).

Calculated values
Molar mass (g mol⁻¹): 820.47
ΔE to the lowest compared entry with this formula, charge and spin (kcal per mole): 3.5
HOMO-LUMO gap (eV): 6.96

Structure (ORCA input):
```
! wB97M-V def2-TZVPD RIJCOSX def2/J DEFGRID3
* xyz 3 1
Au 1.046 -0.022 0.746
O -0.782 0.303 1.957
C -1.461 1.593 2.062
C -0.621 2.611 2.807
C 0.800 2.751 2.238
C 0.777 3.009 0.761
C 0.648 4.304 0.282
C 0.528 4.537 -1.077
C 0.531 3.452 -1.942
C 0.670 2.188 -1.416
N 0.800 1.961 -0.094
H -0.806 -0.161 2.810
H -2.419 1.414 2.546
H -1.652 1.893 1.033
H -0.564 2.368 3.869
H -1.141 3.569 2.738
H 1.391 1.856 2.460
H 1.311 3.571 2.741
H 0.639 5.124 0.987
H 0.426 5.546 -1.454
H 0.429 3.577 -3.010
H 0.671 1.323 -2.061
C 2.027 -3.483 0.802
C 2.194 -2.957 -0.618
As 2.658 -1.081 -0.748
C 2.312 -0.589 -2.542
C 1.080 -0.924 -3.115
C 0.870 -0.651 -4.454
C 1.879 -0.055 -5.208
C 3.097 0.277 -4.630
C 3.324 0.017 -3.285
C 4.416 -0.675 -0.186
C 4.791 0.666 -0.091
C 6.076 0.972 0.324
C 6.962 -0.051 0.649
C 6.576 -1.382 0.560
C 5.293 -1.705 0.142
As 1.539 -2.051 2.026
C 0.035 -2.454 3.112
C 0.013 -1.940 4.413
C -1.098 -2.181 5.208
C -2.163 -2.925 4.709
C -2.131 -3.430 3.413
C -1.034 -3.189 2.600
C 3.076 -1.668 3.093
C 3.676 -2.736 3.759
C 4.790 -2.503 4.551
C 5.298 -1.216 4.674
C 4.698 -0.156 4.007
C 3.582 -0.378 3.214
H 2.958 -3.883 1.203
H 1.277 -4.272 0.853
H 1.261 -3.016 -1.181
H 2.948 -3.512 -1.180
H 0.290 -1.383 -2.529
H -0.074 -0.907 -4.917
H 1.712 0.145 -6.258
H 3.877 0.729 -5.228
H 4.277 0.265 -2.836
H 4.099 1.461 -0.349
H 6.392 2.004 0.388
H 7.966 0.194 0.968
H 7.276 -2.169 0.805
H 5.002 -2.745 0.060
H 0.863 -1.399 4.814
H -1.124 -1.809 6.223
H -3.021 -3.120 5.338
H -2.958 -4.016 3.038
H -1.019 -3.583 1.591
H 3.280 -3.743 3.684
H 5.257 -3.326 5.076
H 6.165 -1.038 5.295
H 5.099 0.844 4.106
H 3.133 0.454 2.682
*
```

---

Entry from the OMol25 dataset: C20H19BCl2F4N7O7SSeZr as an isolated structure in a non-equilibrium geometry (wB97M-V/def2-TZVPD).

Calculated values
Molar mass (g mol⁻¹): 829.38
ΔE to the lowest compared entry with this formula, charge and spin (kcal per mole): 4.0
HOMO-LUMO gap (eV): 6.61

Structure (ORCA input):
```
! wB97M-V def2-TZVPD RIJCOSX def2/J DEFGRID3
* xyz 1 1
Zr 0.675 -0.512 -0.807
O 2.355 3.971 -1.192
C 1.625 2.875 -1.241
O 1.905 1.852 -0.651
C 0.394 2.994 -2.095
O -0.555 2.038 -1.691
C -1.249 2.418 -0.499
C -0.617 1.837 0.756
O -0.613 2.427 1.795
O -0.045 0.640 0.570
H 3.149 3.819 -0.654
H 0.681 2.779 -3.124
H 0.003 4.010 -2.052
H -2.246 2.003 -0.568
H -1.308 3.500 -0.400
Cl -0.955 -2.058 1.124
C -0.044 -3.570 1.000
Cl 1.480 -3.198 0.165
H -0.609 -4.264 0.395
H 0.184 -3.935 1.992
N -2.619 -1.867 -8.012
C -2.237 -1.953 -6.709
C -2.908 -2.819 -5.828
C -2.540 -2.895 -4.509
C -1.485 -2.111 -4.051
C -0.805 -1.238 -4.904
C -1.179 -1.164 -6.223
S -1.048 -2.177 -2.395
O 0.440 -2.028 -2.294
O -1.539 -3.371 -1.777
N -1.392 -0.805 -1.568
C -2.735 -0.754 -1.126
N -3.634 -1.415 -1.843
C -4.879 -1.417 -1.386
C -5.242 -0.764 -0.221
C -4.232 -0.088 0.431
N -2.974 -0.077 -0.011
H -3.297 -2.505 -8.385
H -2.064 -1.350 -8.668
H -3.720 -3.433 -6.199
H -3.052 -3.559 -3.823
H 0.024 -0.647 -4.543
H -0.649 -0.504 -6.899
H -5.606 -1.956 -1.983
H -6.255 -0.780 0.152
H -4.420 0.472 1.341
F 1.199 0.323 -2.734
B 2.600 -0.163 -3.023
F 3.441 0.900 -2.817
F 2.655 -0.716 -4.245
F 2.735 -1.119 -1.933
Se 4.131 0.174 0.112
N 4.564 0.722 1.697
C 3.578 0.402 2.524
C 3.550 0.694 3.917
C 2.472 0.269 4.613
C 1.447 -0.469 3.948
N 1.430 -0.758 2.676
C 2.468 -0.296 1.946
N 2.545 -0.495 0.612
H 4.371 1.229 4.377
H 2.384 0.459 5.674
H 0.610 -0.846 4.529
*
```

---

In the order shown, the computed highest occupied orbital energy values come out to -17.369, -10.672 eV.